Entry from OMol25: C4H9NO4 as an isolated structure at a distorted geometry (the ωB97M-V functional and the def2-TZVPD basis).

As for the strongest force on any atom: 4.86 eV/A. For the energy above the lowest of the compared OMol25 structures with the same formula, charge and spin, the calculation gives 34.90 kcal per mole. Its LUMO energy is 0.558 eV. The HOMO energy is -9.12 eV.

Geometry (Å):
1 C 1.29 -0.45 -1.80
2 C 0.52 1.39 0.06
3 C -0.05 0.39 1.07
4 C -1.27 -0.38 0.61
5 N -2.12 -0.75 1.58
6 O 0.15 -0.36 -2.39
7 O 1.40 -1.48 -0.94
8 O 2.21 0.41 -1.88
9 O -1.56 -0.65 -0.56
10 H -0.61 -0.59 -1.73
11 H 2.30 -1.46 -0.57
12 H 1.50 1.13 -0.86
13 H -2.92 -1.31 1.34
14 H -1.98 -0.49 2.54
15 H 1.06 2.16 0.62
16 H -0.30 1.90 -0.45
17 H 0.70 -0.36 1.34
18 H -0.31 0.89 2.01

Löwdin charges, unit e, in atom order: atom 1 (C): -0.67, atom 2 (C): -0.12, atom 3 (C): -0.18, atom 4 (C): -0.49, atom 5 (N): 0.18, atom 6 (O): 0.15, atom 7 (O): 0.14, atom 8 (O): 0.01, atom 9 (O): 0.04, atom 10 (H): 0.09, atom 11 (H): 0.14, atom 12 (H): 0.13, atom 13 (H): 0.12, atom 14 (H): 0.11, atom 15 (H): 0.05, atom 16 (H): 0.07, atom 17 (H): 0.11, atom 18 (H): 0.11